(1)
DFT (ωB97M-V/def2-TZVPD) results for C21H28N2O5 in the gas phase.

Properties
* SMILES: CCc1cc(=O)oc2c(C)c(OCC(=O)NCCCN3CCOCC3)ccc12
* charge: 0

Cartesian coordinates (Å):
C -5.42576 -0.80079 -3.00963
C -6.17010 -0.82808 -1.67206
C -5.56247 0.14985 -0.71130
C -6.11725 1.36883 -0.52901
C -5.54841 2.36967 0.34796
O -6.00039 3.47132 0.54139
O -4.39651 2.02576 1.00363
C -3.81596 0.81257 0.85832
C -2.65508 0.58600 1.60113
C -2.10483 1.64592 2.50414
C -2.01588 -0.64977 1.48209
O -0.88506 -0.80372 2.23188
C -0.25821 -2.06607 2.25311
C 0.45508 -2.42713 0.94163
O 0.62679 -3.57666 0.59898
N 0.85396 -1.35089 0.24264
C 1.61139 -1.44575 -0.98351
C 3.09602 -1.14260 -0.77225
C 3.33545 0.29946 -0.32052
N 4.72132 0.69116 -0.50342
C 4.89740 2.13287 -0.43858
C 6.35460 2.47414 -0.74892
O 7.23191 1.85269 0.15892
C 7.05866 0.45642 0.12540
C 5.61855 0.06081 0.45138
C -2.53163 -1.63212 0.63508
C -3.67997 -1.39335 -0.08289
C -4.35261 -0.17148 0.00705
H -5.48419 0.19201 -3.44952
H -4.37683 -1.05417 -2.87653
H -5.87139 -1.51222 -3.70039
H -7.21381 -0.55924 -1.84107
H -6.14411 -1.83525 -1.25406
H -7.02247 1.66238 -1.03703
H -2.89342 2.32982 2.80280
H -1.33497 2.21894 1.98782
H -1.65537 1.18966 3.38225
H -0.95763 -2.86788 2.51429
H 0.49756 -1.99927 3.04247
H 0.70080 -0.43633 0.63972
H 1.49465 -2.47176 -1.34019
H 1.18362 -0.75711 -1.71819
H 3.48962 -1.84583 -0.03792
H 3.62415 -1.29788 -1.71323
H 3.01497 0.43052 0.72946
H 2.73002 0.96471 -0.94394
H 4.25008 2.60388 -1.18152
H 4.63904 2.52859 0.56030
H 6.52694 3.54790 -0.65846
H 6.58680 2.14916 -1.77429
H 7.74800 0.04318 0.86353
H 7.31630 0.07275 -0.87331
H 5.52281 -1.02239 0.37637
H 5.38230 0.37016 1.48605
H -2.03507 -2.58275 0.52709
H -4.05943 -2.17070 -0.72515

(2)
DFT (ωB97M-V/def2-TZVPD) results for C21H28N2O6S in the gas phase.

Properties
* SMILES: COc1ccc(S(=O)(=O)N(CC(=O)NCc2ccco2)C2CCCCC2)cc1OC
* charge: 0

Cartesian coordinates (Å):
C -5.41345 -3.61582 -1.13429
O -5.08377 -2.31381 -0.71006
C -3.83668 -2.07696 -0.24473
C -2.82644 -3.02323 -0.14687
C -1.57540 -2.67510 0.34649
C -1.34805 -1.37739 0.73774
S 0.25211 -0.91212 1.36908
O 0.13685 0.43526 1.89354
O 0.74001 -1.90606 2.27489
N 1.21084 -0.96598 0.01097
C 0.75932 -0.26838 -1.16613
C 1.13861 1.21287 -1.34083
O 1.50818 1.64254 -2.41582
N 0.96744 1.96026 -0.24185
C 1.04700 3.40440 -0.24910
C -0.27699 3.98398 0.13804
C -1.14980 3.61921 1.12248
C -2.26385 4.48703 1.00077
C -1.98247 5.31002 -0.04457
O -0.78491 5.00910 -0.57505
C 2.62525 -1.23539 0.22193
C 3.44285 0.01840 0.54189
C 4.87508 -0.37776 0.89210
C 5.51213 -1.15172 -0.25819
C 4.67974 -2.38423 -0.59889
C 3.25254 -1.97762 -0.95749
C -2.33830 -0.40844 0.65440
C -3.58989 -0.74066 0.16726
O -4.62755 0.11706 0.04265
C -4.44547 1.44991 0.46559
H -4.78871 -3.93509 -1.97424
H -5.32567 -4.33904 -0.31769
H -6.45143 -3.56177 -1.45770
H -3.00346 -4.04174 -0.45079
H -0.78615 -3.40240 0.43604
H 1.10759 -0.80052 -2.05603
H -0.33474 -0.31346 -1.15982
H 0.65944 1.52040 0.62286
H 1.31187 3.72628 -1.25982
H 1.82745 3.73262 0.44906
H -1.00702 2.83856 1.84255
H -3.14500 4.49604 1.60915
H -2.52764 6.11778 -0.49035
H 2.63575 -1.89178 1.09826
H 2.98031 0.54638 1.37827
H 3.44908 0.68159 -0.32586
H 4.86654 -1.00028 1.78947
H 5.46220 0.51674 1.10876
H 6.52640 -1.45166 0.01235
H 5.57599 -0.50561 -1.13643
H 5.13116 -2.91784 -1.43775
H 4.66042 -3.05955 0.25909
H 2.65410 -2.85776 -1.19924
H 3.27904 -1.32374 -1.83100
H -2.09920 0.58796 0.98585
H -5.40115 1.94172 0.29362
H -4.19495 1.50087 1.52924
H -3.66713 1.95594 -0.11379

(3)
DFT (ωB97M-V/def2-TZVPD) results for C21H28N3O2Zn as an isolated structure.

Properties
* charge: -1

Cartesian coordinates (Å):
O -1.41252 1.82306 0.51994
C -2.75908 1.89805 -0.27953
C -2.54970 3.38860 -0.53378
H -3.61588 1.67714 0.38748
H -2.63001 1.17282 -1.10292
C -1.24691 3.27166 0.28892
H -3.24820 4.06804 -0.03866
H -2.36756 3.62610 -1.57705
C -1.37053 4.02475 1.61154
H -2.43270 4.00412 1.88850
H -1.06199 5.07047 1.46361
H -0.77898 3.60035 2.45089
C 0.07308 3.51694 -0.43229
H 0.02675 3.11492 -1.45476
H 0.94561 3.03241 0.04882
H 0.26652 4.60687 -0.45757
Zn -1.01639 1.04512 2.24238
C 3.65185 -3.38666 0.17498
C 2.35311 -3.80274 -0.23587
C 2.00585 -3.09091 -1.42260
H 1.74680 -4.52885 0.29524
C 3.15108 -2.29872 -1.80146
C 4.14248 -2.45508 -0.78405
H 5.09159 -1.92226 -0.76956
H 4.16502 -3.72041 1.07741
H 1.07409 -3.20314 -1.98567
H 3.24589 -1.66392 -2.69539
C 0.84520 -1.51573 3.67146
C 1.58291 -0.76037 2.68938
C 1.29039 0.61700 2.86485
H 2.28464 -1.13646 1.93019
C 0.31996 0.72186 3.93176
C 0.06883 -0.60819 4.42138
H -0.57587 -0.80681 5.28886
H 0.87373 -2.60387 3.82715
H 1.79230 1.46797 2.40948
H 0.04675 1.63546 4.45206
O -0.52971 -0.71442 -1.61622
C 0.42852 -0.00840 -2.41621
C -0.19014 -0.00502 -3.84907
H 1.40212 -0.54472 -2.37643
H 0.52836 0.99071 -1.94027
C -1.22299 -1.15085 -3.74295
H 0.57059 -0.05428 -4.60891
H -0.79740 0.89757 -3.95699
C -1.76737 -0.73454 -2.39462
H -0.64501 -2.07422 -3.65273
H -1.97574 -1.25800 -4.50379
H -2.55538 -1.28193 -1.89008
H -2.14714 0.28680 -2.54918
N -1.76597 -0.63555 1.54210
C -1.38968 -1.72898 1.30325
N -1.15469 -2.92193 0.93578
C -0.59987 -3.94856 1.51174
N -0.16661 -4.99331 1.83946

(4)
DFT (ωB97M-V/def2-TZVPD) results for C21H28N4O2S in the gas phase.

Properties
* SMILES: CCN(CCO)c1ncnc2c1sc1nc(C(C)C)c3c(c12)CC(C)(C)OC3
* charge: 0

Cartesian coordinates (Å):
C -4.12770 -2.47586 1.01649
C -4.15792 -1.97343 -0.42620
N -4.12149 -0.53219 -0.53128
C -5.37739 0.17772 -0.63168
C -5.97059 0.56504 0.73586
O -7.04772 1.45519 0.60350
C -3.00038 0.20222 -0.35196
N -3.18145 1.53226 -0.30514
C -2.14055 2.32627 -0.15701
N -0.88338 1.97748 -0.02418
C -0.65137 0.66019 -0.07208
C -1.67748 -0.28520 -0.24661
S -1.05151 -1.92589 -0.30137
C 0.57543 -1.34136 -0.07350
N 1.61330 -2.14647 -0.04232
C 2.82247 -1.62529 0.12137
C 3.89326 -2.69308 0.05821
C 4.63609 -2.63934 -1.28016
C 4.87175 -2.71703 1.23332
C 3.01294 -0.23830 0.28073
C 1.91029 0.61280 0.22632
C 0.64285 0.05208 0.03783
C 2.06850 2.09224 0.35540
C 3.48531 2.52463 -0.03991
C 3.69457 2.36037 -1.55005
C 3.73618 3.97541 0.36854
O 4.41084 1.75130 0.71640
C 4.37989 0.36469 0.48321
H -4.10622 -3.56187 1.02176
H -3.24087 -2.11280 1.52801
H -5.00469 -2.14044 1.56293
H -3.31514 -2.39585 -0.97774
H -5.07523 -2.31431 -0.91149
H -6.08976 -0.43934 -1.18276
H -5.19505 1.09824 -1.19412
H -5.17364 0.99896 1.35399
H -6.37830 -0.31089 1.24458
H -6.72236 2.27212 0.20838
H -2.35570 3.38726 -0.13378
H 3.32692 -3.63058 0.07767
H 5.23866 -1.73880 -1.36587
H 5.29627 -3.49921 -1.36554
H 3.92802 -2.66372 -2.10518
H 5.32707 -3.70292 1.29766
H 4.35496 -2.52064 2.16967
H 5.67088 -1.99218 1.10862
H 1.89239 2.36791 1.39934
H 1.31008 2.59480 -0.24445
H 4.74132 2.52257 -1.79828
H 3.09128 3.09057 -2.08240
H 3.40343 1.36649 -1.88336
H 2.98726 4.62511 -0.07474
H 4.72363 4.28739 0.03979
H 3.69219 4.06324 1.45048
H 5.01310 0.12102 -0.38512
H 4.84519 -0.06467 1.37391

no.,frontier orbital gap (eV)
1,8.701
2,9.229
3,3.464
4,8.379